1.
C19H49O21PS5 | the ωB97M-V functional and the def2-TZVPD basis

Strongest force on any atom   0.0928 hartree/bohr
Spin multiplicity   1
HOMO   -10.01 eV
Kohn-Sham gap   10.44 eV
SMILES   C[C@@H](O)COOC(=O)O[PH2]=O.CCOS(C)(=O)=O.CCOS(C)(=O)=O.CCOS(C)(=O)=O.CCOS(C)(=O)=O.CCOS(C)(=O)=O
Energy above the lowest of the compared OMol25 structures with the same formula, charge and spin   1.002 eV
E_LUMO   0.4 eV

XYZ file:
```
95
Properties=species:S:1:pos:R:3:forces:R:3
S -0.567403 -6.021702 -2.335454 -0.725 -0.049 0.110
S -0.434474 5.267358 0.854716 -0.654 -0.261 0.029
S -7.142021 0.513247 -2.302992 -0.173 -0.313 -0.690
S 3.218487 -1.797268 4.520841 0.796 -0.443 0.055
S 4.793344 -0.139170 -2.466699 -0.477 -0.434 -0.583
P -3.039617 1.497497 1.857446 0.166 0.022 0.928
O -1.669365 6.040687 1.517665 0.036 -0.334 -0.062
O -0.106186 5.897876 -0.385625 0.276 0.069 0.071
O -1.522167 0.579313 -1.252082 1.663 0.809 -4.397
O -0.136057 -5.539092 -3.610429 0.287 -0.005 0.049
O 5.322288 -0.981246 -1.438305 0.119 0.283 0.215
O -6.483961 -0.343527 -1.364152 0.029 0.226 0.235
O 5.634973 -0.371581 -3.807217 -0.292 0.026 0.070
O -7.365317 1.896521 -2.012386 0.209 0.019 0.251
O -0.301898 -0.875248 0.297467 0.860 -0.746 0.542
O 0.360341 -6.224252 -1.265637 0.224 0.148 -0.114
O 3.529304 -2.697754 5.803351 0.151 0.120 -0.241
O -1.642391 -0.585271 0.602528 -1.820 1.071 0.663
O -1.771828 1.528010 2.597002 0.246 -0.119 0.042
O -6.410114 0.393698 -3.715923 -0.382 -0.025 0.129
O 0.560830 5.041547 1.857943 0.202 0.199 -0.094
O 1.748569 0.771482 -0.224189 0.034 -0.147 -0.139
O 2.174733 -2.414285 3.760328 -0.235 0.301 0.026
O 4.626144 1.269720 -2.264930 0.256 0.032 0.266
O -2.891998 1.394733 0.206390 -0.767 -0.926 2.337
O 3.137685 -0.427148 4.925950 -0.397 0.013 0.019
O -1.767596 -5.109075 -1.813731 0.024 -0.388 -0.053
C -1.445702 -3.840856 -1.210149 0.227 0.797 0.164
C -8.664708 -0.234335 -2.781514 -0.046 -0.030 -0.096
C 7.985117 -0.399914 -3.118090 -0.084 -0.069 0.268
C -1.402564 7.265607 2.219156 0.156 0.732 0.209
C -1.991413 0.462044 -0.217672 -0.298 -0.610 1.660
C 4.749123 -2.060586 3.688778 0.089 -0.050 0.037
C 2.654710 -2.585877 6.938043 -0.593 -0.047 0.522
C -1.504511 -7.495583 -2.577239 -0.110 -0.040 0.035
C 0.463070 -0.362300 1.407894 0.716 0.178 0.383
C 1.129305 0.964018 1.049874 0.210 0.544 0.102
C 6.904993 0.286537 -3.932468 0.725 0.213 0.047
C -4.014480 0.471312 -3.220209 -0.076 -0.102 0.196
C 2.193142 1.426471 2.087722 -0.810 0.203 -0.440
C -5.190287 1.132634 -3.908988 0.780 0.256 -0.013
C 1.344860 -3.319474 6.721733 -0.108 0.048 -0.272
C -1.165796 8.425030 1.270330 0.177 -0.073 -0.224
C 3.272064 -0.824274 -3.030558 -0.054 -0.061 -0.077
C -1.080172 -2.794042 -2.241912 0.150 -0.088 -0.266
C -1.275752 3.756941 0.521299 -0.247 0.239 0.204
H 3.185452 -3.032023 7.778320 0.249 0.003 -0.204
H -3.083619 0.974066 -3.481535 -0.039 0.013 -0.036
H 0.749763 -2.841760 5.943389 0.008 0.006 0.032
H -2.338332 -3.522812 -0.672146 -0.102 -0.304 -0.061
H -0.588529 3.108071 -0.019398 -0.036 0.149 -0.051
H 2.888231 -0.209700 -3.841048 0.038 0.005 0.019
H -0.561625 7.135747 2.903460 0.021 -0.173 -0.098
H -5.013796 1.160340 -4.983556 -0.313 -0.129 -0.016
H 4.687254 -1.564896 2.721271 -0.094 0.018 0.029
H 1.526842 -4.347213 6.405784 0.027 0.001 0.085
H -1.564554 3.295872 1.474746 0.507 0.438 -0.345
H -9.286785 -0.311503 -1.892114 0.084 0.045 0.043
H 5.550995 -1.629476 4.282799 -0.043 -0.001 0.012
H -3.699347 2.732957 2.075386 -0.429 -0.583 -0.702
H -1.869216 -7.842807 -1.613858 0.017 0.039 -0.009
H -3.942669 -0.579888 -3.503197 0.025 0.043 -0.080
H 0.756402 -3.327491 7.640086 0.091 0.006 0.040
H 2.252078 1.563696 -0.450131 -0.012 -0.097 0.048
H -0.966942 -1.819146 -1.772577 -0.031 -0.042 0.029
H -2.284079 7.468711 2.826555 -0.080 -0.295 -0.084
H -9.146851 0.394654 -3.525504 0.043 0.004 0.013
H 2.578584 -0.817554 -2.189475 0.087 0.098 0.064
H 1.255904 -1.083794 1.662620 -0.334 -0.070 -0.464
H -5.314835 2.165158 -3.576396 -0.184 -0.074 0.075
H -0.140321 -3.040799 -2.737141 -0.011 -0.002 0.028
H -0.650623 -3.962318 -0.472091 0.009 -0.173 -0.078
H -1.976703 8.500730 0.545061 -0.039 0.024 0.077
H 6.814868 1.340666 -3.661826 -0.175 -0.057 0.064
H -1.093809 9.362083 1.824035 -0.059 -0.051 0.062
H 3.168595 1.162698 1.657061 -0.132 -0.026 0.506
H 2.032489 1.014686 3.091211 0.202 -0.074 -0.283
H -8.459283 -1.224388 -3.181105 0.035 0.022 0.022
H -0.842369 -8.237011 -3.019666 0.068 0.080 0.008
H 0.402645 1.784627 0.932521 -0.052 -0.587 0.289
H 8.017784 -1.466375 -3.343537 0.029 0.038 -0.075
H 4.895284 -3.129297 3.552308 -0.044 0.015 0.000
H -4.123686 0.508372 -2.137446 -0.002 0.049 -0.031
H -0.240815 8.292146 0.709442 -0.011 0.006 0.031
H 8.960506 0.039775 -3.330914 -0.044 0.018 -0.087
H -1.846315 -2.729555 -3.016763 -0.044 -0.004 0.067
H -2.147885 3.968287 -0.093676 0.078 0.073 -0.058
H 2.103741 2.520644 2.170275 0.298 -0.309 0.032
H 2.484530 -1.535725 7.184215 0.092 0.030 -0.177
H -3.828584 0.408070 2.302339 -0.208 0.416 -0.604
H -2.329102 -7.280536 -3.252400 0.033 0.030 0.004
H 7.167528 0.246286 -4.989132 -0.297 -0.099 -0.032
H 3.448481 -1.844425 -3.363648 0.041 0.022 0.019
H 7.795524 -0.300270 -2.049406 0.007 0.018 -0.027
H -0.198108 -0.306003 2.278898 0.264 0.254 -0.202
```
Positions in Å, forces in eV/Å.

In elementary charge units, the Löwdin charges are: 0.57, 0.59, 0.57, 0.57, 0.57, 0.73, -0.26, -0.27, 0.21, -0.28, -0.28, -0.28, -0.26, -0.28, -0.06, -0.27, -0.26, 0.01, -0.37, -0.26, -0.27, -0.04, -0.28, -0.28, -0.13, -0.28, -0.26, -0.24, -0.12, -0.08, -0.26, -0.63, -0.11, -0.26, -0.12, -0.10, -0.38, -0.26, -0.07, 0.00, -0.25, -0.07, -0.07, -0.11, -0.06, -0.15, 0.12, 0.09, 0.07, 0.12, 0.07, 0.08, 0.12, 0.12, 0.08, 0.09, 0.02, 0.08, 0.08, 0.06, 0.07, 0.09, 0.08, 0.10, 0.05, 0.12, 0.08, 0.06, 0.13, 0.12, 0.07, 0.12, 0.08, 0.11, 0.08, 0.09, 0.07, 0.08, 0.08, 0.10, 0.08, 0.08, 0.05, 0.07, 0.08, 0.08, 0.09, 0.08, 0.12, 0.05, 0.07, 0.12, 0.08, 0.07, 0.13

2.
C19H50ClCoNO24P5 | the ωB97M-V functional and the def2-TZVPD basis

Net charge   +1
Strongest force on any atom   0.0937 hartree/bohr
Spin multiplicity   4
HOMO (spin up / spin down)   -11.31 / -10.07 eV
Kohn-Sham gap (spin up / spin down)   8.54 / 3.07 eV
E_LUMO (spin up / spin down)   -2.8 / -7.0 eV

XYZ file:
```
101
Properties=species:S:1:pos:R:3:forces:R:3
Co -4.879850 1.147655 -0.699968 0.611 -0.585 0.516
Cl -1.202630 0.490685 -0.721258 0.606 1.305 -3.415
P -5.020070 -0.877275 2.282342 -1.211 -2.054 1.922
P -3.468440 3.659735 0.973952 1.311 1.252 0.100
P 4.159670 1.356595 -4.251798 -0.637 0.682 -0.532
P 3.884190 2.703825 1.556872 -1.210 1.160 0.820
P -0.843010 -6.217545 -3.082768 -0.176 -0.698 -0.696
O -4.761460 -2.407055 1.835742 -0.699 0.814 0.123
O 2.751990 3.703275 0.904502 3.653 -1.464 -1.009
O -1.626530 -5.987525 -4.478748 0.948 -0.817 2.794
O 4.019680 2.539755 -3.134218 -0.254 -0.337 -0.612
O 5.264810 3.056995 0.809052 -2.176 0.550 -0.196
O -4.449800 2.851825 0.197192 0.610 1.525 1.085
O -2.567770 0.831485 -0.838758 -2.570 0.381 0.277
O -3.932630 5.168155 1.403822 0.389 -1.877 -0.493
O -4.030130 -0.789755 3.541282 -1.110 0.422 -0.467
O -1.367610 -7.396415 -2.350658 0.462 1.717 -0.118
O -4.793830 0.175815 1.273672 -0.697 -0.604 0.147
O -0.542990 1.139745 -1.853028 0.171 -1.045 1.147
O 0.714240 -6.392165 -3.518618 -1.386 0.982 -0.076
O 3.904200 2.852965 3.047322 0.096 -1.245 -2.097
O -0.906620 -4.729265 -2.393268 -0.848 -1.228 0.272
O -6.510390 -1.000695 3.003642 3.075 1.781 -2.790
O 2.717490 1.517215 -5.037338 2.252 -0.630 0.209
O -0.688840 1.000665 0.491232 1.149 0.602 2.289
O 4.006630 0.013775 -3.360018 0.114 0.140 -0.761
O -2.073040 3.969415 0.212862 -1.812 -0.205 1.698
O 3.436300 1.225115 0.999482 0.209 1.883 3.153
O -3.047470 3.000375 2.383682 -1.191 -0.992 -2.892
O -1.079390 -0.922425 -0.735478 0.584 -1.426 0.042
O 5.387060 1.363735 -5.092428 -1.858 0.241 1.063
N 1.270000 -0.636425 2.197752 -0.663 -1.057 0.834
C 1.952500 -2.074355 3.661522 0.967 -4.029 2.457
C 0.954390 -2.746925 2.988902 0.681 0.219 1.380
C 5.248980 -0.600185 -2.997718 0.551 -0.142 1.406
C -2.076450 3.549115 3.226232 0.039 0.593 0.775
C 0.452710 -1.779645 2.176262 -0.386 1.817 -2.329
C 3.110110 1.033785 -0.335328 0.684 -0.875 -1.757
C 2.160940 -0.796155 3.217822 -1.354 2.493 -2.682
C 5.083320 2.985895 -2.296648 1.188 -0.565 0.228
C -0.823980 -4.600845 -0.953428 0.788 -0.847 -0.005
C -3.698140 -2.849705 1.005102 0.492 0.377 -0.945
C 1.486430 1.447525 -4.369168 -1.206 0.118 2.862
C -1.960690 4.458245 -1.123458 0.504 -0.729 -1.130
C -1.074420 -5.253815 -5.529848 0.276 0.853 -0.640
C -5.136040 5.275895 2.193862 -0.782 -0.125 -0.881
C -6.812380 -1.909385 4.023462 -0.348 -1.000 0.731
C 6.486360 2.753225 1.441752 1.173 -1.557 0.391
C 1.623810 -7.126005 -2.713488 0.288 -0.428 0.149
C 1.445550 3.619955 1.362842 -1.139 0.649 1.003
C -2.707510 -0.337775 3.361402 0.797 0.553 -0.015
H 2.018540 -7.928295 -3.336888 -0.194 -0.225 0.271
H -1.486580 -3.869575 -0.490508 0.154 0.618 -0.926
H 4.913270 3.932235 -1.783198 -0.618 0.209 -0.756
H 2.827740 1.935205 -0.879208 -0.089 -0.039 0.147
H -5.924530 -2.439095 4.368762 -0.115 0.024 0.134
H -1.682560 4.450235 2.756182 0.182 0.134 0.596
H 6.272830 2.072425 2.265772 0.369 0.488 0.482
H 0.699990 3.440035 0.588322 0.341 -0.195 -0.267
H 5.283070 2.329845 -1.449428 -0.319 -0.542 -0.211
H -2.969320 -3.493625 1.497342 -0.421 -0.140 0.576
H -4.116540 -3.391435 0.156832 -0.050 -0.037 0.121
H -1.084680 -5.499245 -0.393948 0.005 -0.545 -0.548
H 1.278760 4.613035 1.780042 -0.570 -0.150 0.292
H 2.487060 -6.532225 -2.412948 -0.198 0.434 -0.109
H 0.560490 -3.738145 3.158392 0.152 0.140 0.000
H 1.123260 -7.489465 -1.816018 0.095 -0.324 -0.136
H -5.497570 4.305715 2.534682 0.464 -0.032 0.598
H 2.747940 0.057865 3.521912 0.426 -0.256 0.134
H -2.584190 0.646095 3.814062 -0.055 -0.110 0.263
H 5.529120 -1.536885 -3.479618 -0.356 0.449 -0.980
H 6.021850 3.018525 -2.849998 -0.077 0.295 -0.215
H -5.936830 5.564935 1.513212 0.060 0.516 0.064
H -4.990460 6.022455 2.974602 0.041 -0.310 -0.054
H -1.925270 -5.182455 -6.207388 0.620 0.204 -0.503
H -1.395790 3.679175 -1.635348 0.129 0.123 -0.168
H -7.541700 -2.622115 3.638482 0.132 -0.112 -0.031
H -0.735400 -4.267995 -5.211528 -0.352 0.253 0.087
H 2.337740 0.269075 -0.417638 -0.181 0.154 0.009
H -0.172330 -5.718055 -5.928368 -0.339 -0.380 -0.335
H 4.026000 0.610455 -0.747688 -0.282 0.050 -0.721
H 6.053230 0.135475 -3.006828 0.131 -0.279 -0.406
H 0.527120 1.544585 -4.877498 0.801 0.311 -1.322
H 5.186280 -0.934425 -1.962118 -0.431 0.256 0.305
H -1.277090 2.847015 3.463242 0.022 -0.154 -0.462
H -3.117440 -2.020175 0.601652 -0.122 0.256 -0.115
H 1.293390 0.559385 -3.767478 0.727 -0.671 -0.311
H -2.048470 -1.062985 3.838732 0.066 0.053 0.026
H 2.522530 -2.568545 4.434342 0.147 0.311 0.143
H 1.119820 0.147565 1.578962 -0.129 0.433 0.032
H 0.237050 -4.421665 -0.779598 -0.123 0.471 0.509
H 1.453180 2.195435 -3.576938 0.055 0.486 -0.140
H -1.391710 5.386365 -1.177778 -0.209 0.012 0.424
H 7.130360 3.594405 1.698212 -0.781 0.345 0.269
H 7.109800 2.153785 0.778342 -0.246 0.002 -0.477
H -7.297040 -1.370935 4.837872 0.255 0.065 0.029
H -0.427730 -1.816745 1.551872 0.064 0.265 -0.284
H 1.350670 2.869065 2.147232 -0.201 0.009 0.115
H -2.422000 -0.183875 2.320772 -0.141 -0.235 -0.206
H -2.888770 4.549965 -1.687698 -0.280 0.131 0.512
H -2.636390 3.696475 4.149732 0.485 0.690 0.208
```
Positions in Å, forces in eV/Å.

Löwdin atomic charge list, values in e, 99 entries: 0.54, 0.63, 0.53, 0.52, 0.50, 0.51, 0.47, -0.21, -0.22, -0.21, -0.23, -0.23, -0.26, -0.36, -0.22, -0.20, -0.24, -0.23, -0.33, -0.23, -0.25, -0.22, -0.21, -0.19, -0.36, -0.23, -0.23, -0.25, -0.23, -0.34, -0.23, 0.13, -0.01, 0.01, -0.11, -0.10, 0.02, -0.11, 0.06, -0.11, -0.10, -0.10, -0.15, -0.07, -0.12, -0.08, -0.12, -0.10, -0.10, -0.13, -0.10, 0.09, 0.06, 0.10, 0.10, 0.09, 0.09, 0.08, 0.08, 0.05, 0.09, 0.10, 0.08, 0.10, 0.08, 0.14, 0.08, 0.09, 0.15, 0.08, 0.09, 0.10, 0.09, 0.10, 0.10, 0.08, 0.10, 0.09, 0.09, 0.09, 0.07, 0.08, 0.10, 0.07, 0.08, 0.06, 0.07, 0.09, 0.13, 0.12, 0.09, 0.07, 0.10, 0.10, 0.09, 0.10, 0.12, 0.08, 0.07